No. 1
Entry from OMol25: C21H13BrIN5S2Zr as an isolated structure at a distorted geometry (the ωB97M-V functional and the def2-TZVPD basis).

Cartesian coordinates (Å):
Zr1 -0.78 -0.43 0.15
S1 -2.03 -2.56 0.81
C1 -0.41 -3.11 0.53
S2 0.79 -2.35 -0.49
C2 -0.04 -4.33 1.17
C3 -0.98 -5.01 1.95
N1 -1.80 -5.54 2.64
C4 1.24 -4.93 1.01
N2 2.29 -5.45 0.85
C5 -0.71 0.76 -5.38
C6 -1.15 1.97 -4.77
C7 -1.55 1.93 -3.44
C8 -1.51 0.76 -2.69
C9 -1.09 -0.42 -3.31
C10 -0.70 -0.38 -4.64
N3 -1.76 0.82 -1.32
N4 -2.32 2.01 -0.88
C11 -2.54 2.04 0.42
C12 -3.04 3.20 1.14
C13 -3.06 3.18 2.50
C14 -2.80 1.99 3.21
C15 -2.35 0.91 2.51
N5 -2.18 0.96 1.17
H1 -0.27 0.71 -6.36
H2 -1.18 2.86 -5.38
H3 -1.94 2.82 -2.89
H4 -0.95 -1.34 -2.80
H5 -0.30 -1.28 -5.09
H6 -3.28 4.14 0.62
H7 -3.36 4.04 3.14
H8 -2.87 1.95 4.29
H9 -2.31 -0.10 2.95
Br1 0.67 0.16 2.42
C16 2.56 0.17 1.98
C17 3.44 -0.50 2.80
C18 4.76 -0.72 2.38
C19 5.18 -0.24 1.15
C20 4.30 0.48 0.37
C21 2.99 0.66 0.75
I1 1.68 1.69 -0.60
H10 3.07 -0.85 3.76
H11 5.45 -1.17 3.11
H12 6.18 -0.45 0.79
H13 4.67 0.96 -0.53

Calculated values
Frontier orbital gap (alpha / beta) = 4.41 / 4.20 eV
Total charge = +2
HOMO energy (alpha / beta) = -13.9 / -13.9 eV


No. 2
Entry from OMol25: C21H13Cl3N4PtSSi as an isolated structure (the ωB97M-V functional and the def2-TZVPD basis).

Cartesian coordinates (Å):
Pt1 -0.78 0.24 0.55
N1 0.74 1.94 4.24
C1 0.99 1.01 5.24
C2 1.68 1.40 6.39
C3 1.91 0.46 7.37
C4 1.47 -0.86 7.24
C5 0.79 -1.25 6.11
C6 0.55 -0.32 5.10
S1 -0.25 -0.84 3.67
N2 -0.36 0.52 2.75
C7 0.12 1.69 3.07
C8 -0.02 2.78 2.08
C9 0.23 4.11 2.37
C10 0.12 5.05 1.35
C11 -0.23 4.63 0.09
C12 -0.50 3.28 -0.12
N3 -0.40 2.38 0.86
H1 1.16 2.85 4.36
H2 2.02 2.42 6.50
H3 2.45 0.76 8.27
H4 1.66 -1.58 8.03
H5 0.45 -2.27 5.99
H6 0.49 4.44 3.37
H7 0.32 6.09 1.55
H8 -0.32 5.32 -0.74
H9 -0.79 2.90 -1.09
Cl1 1.82 -2.20 0.99
Si1 1.51 -0.28 0.34
Cl2 2.20 -0.07 -1.56
Cl3 2.73 0.91 1.55
N4 -10.29 -0.61 -2.57
C13 -9.21 -0.49 -2.19
C14 -7.87 -0.34 -1.71
C15 -6.80 -0.51 -2.61
C16 -5.52 -0.36 -2.16
C17 -5.28 -0.04 -0.79
C18 -6.38 0.13 0.10
C19 -7.66 -0.02 -0.36
C20 -3.98 0.10 -0.34
C21 -2.81 0.24 0.06
H10 -7.00 -0.75 -3.64
H11 -4.67 -0.49 -2.82
H12 -6.18 0.37 1.14
H13 -8.50 0.10 0.30

Calculated values
Frontier orbital gap (alpha / beta) = 6.46 / 5.91 eV
Total charge = +2
Multiplicity = 5
HOMO energy (alpha / beta) = -13.5 / -14.9 eV


No. 3
Entry from OMol25: C21H13Cl5FeO9S2 as an isolated structure (the ωB97M-V functional and the def2-TZVPD basis).

Cartesian coordinates (Å):
Fe1 -0.03 0.56 -0.97
C1 -4.07 1.82 4.31
O1 -2.96 1.11 4.83
C2 -2.01 0.71 3.95
C3 -0.91 0.04 4.52
C4 0.10 -0.39 3.71
C5 0.09 -0.18 2.31
C6 1.18 -0.61 1.48
C7 2.29 -1.49 1.98
O2 1.28 -0.31 0.28
C8 -1.02 0.50 1.74
O3 -1.18 0.78 0.49
C9 -2.07 0.94 2.60
H1 -4.70 2.07 5.16
H2 -4.63 1.21 3.60
H3 -3.75 2.74 3.81
H4 -0.89 -0.12 5.59
H5 0.93 -0.90 4.16
H6 2.31 -1.66 3.05
H7 3.24 -1.06 1.65
H8 2.18 -2.45 1.47
H9 -2.89 1.45 2.12
O4 3.66 0.49 -2.96
S1 2.36 -0.13 -2.96
O5 1.78 -0.46 -4.23
O6 1.43 0.73 -2.13
C10 2.55 -1.68 -2.05
C11 3.87 -1.97 -1.71
C12 4.20 -3.15 -1.06
C13 3.21 -4.05 -0.72
C14 1.89 -3.76 -1.04
C15 1.54 -2.59 -1.71
S2 -0.22 -2.44 -2.07
O7 -0.35 -2.36 -3.49
O8 -0.84 -3.57 -1.42
O9 -0.67 -1.19 -1.34
H10 4.63 -1.25 -1.98
H11 5.24 -3.35 -0.81
H12 3.45 -4.97 -0.21
H13 1.09 -4.45 -0.79
Cl1 -1.49 0.32 -4.05
C16 -1.67 1.80 -3.20
C17 -1.04 1.94 -1.97
C18 -1.14 3.18 -1.35
Cl2 -0.11 3.50 0.02
C19 -1.93 4.21 -1.85
Cl3 -2.06 5.71 -1.01
C20 -2.61 4.02 -3.05
Cl4 -3.60 5.27 -3.69
C21 -2.45 2.82 -3.74
Cl5 -3.24 2.60 -5.26

Calculated values
Frontier orbital gap (alpha / beta) = 7.87 / 8.33 eV
Total charge = -1
Multiplicity = 2
HOMO energy (alpha / beta) = -6.3 / -6.3 eV


Energy relative to the best compared isomer or geometry (same formula, charge and spin)
In order: 0.00 12.56 0.00
Unit: kcal per mole